# 1
B2F8Sn | wB97M-V/def2-TZVPD

Geometry (Å):
Sn 1.458761 0.284664 2.794589
F -1.959014 -2.523824 2.117053
F 3.113201 2.602717 -2.963878
F 1.605449 1.020114 -2.400822
F -3.224939 -2.621969 0.286331
F -4.008132 -1.652039 2.175417
F 2.199612 2.572278 -0.870237
F 3.580806 1.025705 -1.449819
F -2.433409 -0.668875 0.890285
B 2.606359 1.852793 -1.942914
B -2.938695 -1.891563 1.363993

Cartesian forces, eV/Å:
-0.778 -0.136 -1.360
1.693 -0.388 1.003
0.182 0.943 -0.516
-1.214 -0.356 -0.261
-0.704 -1.455 -1.715
-1.070 0.276 0.717
-1.321 1.843 2.153
2.023 -1.588 0.980
1.090 1.454 0.096
0.214 -1.111 -1.452
-0.116 0.519 0.355

Values from the calculation:
E_HOMO ... -10.969 eV
Lowest unoccupied orbital energy ... -8.10 eV

Löwdin population analysis, charges in e, atoms 1 to 4: number 1, Sn, carries 1.7772; number 2, F, carries 0.0867; number 3, F, carries 0.1607; number 4, F, carries 0.1345


# 2
C31H55Cl12IO3Si | wB97M-V/def2-TZVPD

Geometry (Å):
I -2.916314 -1.806252 1.755659
Cl -6.135642 0.222560 -0.730856
Cl -8.112621 -6.573612 -5.139834
Cl 1.465347 8.083868 -0.360645
Cl 4.213069 1.793058 0.810573
Cl 3.011703 -4.086726 -2.318552
Cl 0.669698 -2.930080 -4.464256
Cl -6.231505 -4.188240 -3.603864
Cl 5.855744 -2.535912 -0.363337
Cl 4.814843 1.365307 4.113835
Cl -6.929491 -1.578982 2.027709
Cl 2.092256 6.268553 -3.159601
Cl 4.849775 -1.674802 2.766345
Si -0.337102 -0.212885 0.302381
O -2.744019 -4.651152 -1.245653
O 1.797397 4.833566 1.248454
O 1.362130 4.427891 3.389939
C 5.228723 2.797238 3.141862
C -0.305413 2.660798 -0.440913
C -3.784272 1.233768 2.416857
C 1.964762 -2.033901 3.996611
C 0.557830 -0.975075 1.786233
C 1.379346 -2.892983 3.070549
C 1.680958 5.202584 2.547179
C -2.222897 -2.330022 -2.020226
C 0.553944 1.416297 -0.075349
C 0.692074 -2.354361 1.980066
C 2.959298 7.183245 -0.740327
C -6.345285 -6.369654 -5.246598
C 2.234062 -4.998236 -3.637366
C -0.342134 3.672734 0.731364
C -2.461299 1.213444 1.650820
C -6.354434 -1.545252 -0.629829
C 1.937518 -4.125707 -4.830249
C 2.047292 6.613146 2.880556
C 3.274304 7.208342 -2.212574
C -5.751079 -5.868565 -3.956495
C -2.183519 -0.017023 0.764959
C 6.487932 -2.159247 2.272374
C 4.197824 3.053814 2.071713
C -0.923295 -2.591627 -1.268810
C -3.180311 -3.548233 -2.033906
C -7.424859 -1.936801 0.355676
C 6.815655 -1.688969 0.878121
C -0.026954 -1.353245 -1.166126
C 0.539389 4.891544 0.521394
C 1.859197 -0.660424 3.830686
C 1.154234 -0.139543 2.739883
H -4.048173 2.277737 2.590884
H 3.285250 8.222851 -2.602429
H 5.271998 3.648473 3.820238
H -8.361539 -1.420498 0.162076
H 2.506755 -2.446682 4.835933
H 2.919347 -5.793509 -3.926535
H -5.925781 -7.345537 -5.484871
H -2.762977 0.092471 -0.147794
H 1.576091 -4.737829 -5.654994
H -7.599634 -3.009659 0.293061
H -1.626598 1.431583 2.314945
H 3.194273 3.095026 2.488548
H 1.179670 1.191687 -0.940850
H -4.663855 -5.879021 -4.022556
H 1.429806 6.980936 3.690198
H -1.959964 -2.082576 -3.047037
H -0.094049 3.163654 1.655354
H -3.314533 -3.885133 -3.055750
H -3.072970 -4.516409 -0.353545
H 2.821646 -3.586027 -5.159363
H 6.217424 2.642180 2.716565
H -4.141594 -3.221329 -1.647494
H -6.136720 -5.690663 -6.069267
H -1.367756 4.020262 0.858787
H 3.766091 7.655965 -0.181417
H -6.626087 -1.891509 -1.625831
H 3.072993 6.607096 3.245863
H 7.182985 -1.709673 2.981133
H 2.336740 0.005888 4.532127
H 1.011244 -1.670382 -1.069193
H 0.771831 5.088312 -0.519990
H 2.835003 6.166397 -0.375377
H -0.377662 -3.344383 -1.837917
H -2.537956 2.049829 0.957542
H -1.146045 -3.055135 -0.314888
H -2.744630 -1.492076 -1.558708
H 0.004918 5.770377 0.885903
H -4.593584 0.816613 1.826054
H 1.984033 7.278353 2.021619
H -1.308494 2.401047 -0.766553
H -6.051051 -6.484669 -3.113259
H 0.180724 3.167496 -1.273421
H 1.107033 0.939600 2.667891
H -0.100641 -0.798521 -2.104811
H 1.326330 -5.447077 -3.241233
H 0.281233 -3.054900 1.266502
H 4.407886 4.001801 1.577687
H 6.632592 -0.622354 0.769863
H -3.705538 0.765478 3.391358
H -5.395331 -1.979065 -0.356561
H 1.250446 1.705971 0.703021
H 6.560946 -3.240909 2.355596
H 4.250685 6.758164 -2.383448
H 7.863605 -1.888923 0.659113
H 1.449724 -3.965039 3.160798

Cartesian forces, eV/Å:
0.061 0.018 -0.303
0.047 0.016 0.016
-0.010 0.015 -0.010
-0.016 0.101 -0.142
0.025 -0.016 -0.006
-0.032 0.011 0.027
-0.035 0.089 -0.088
-0.145 0.021 -0.035
-0.022 0.012 -0.015
0.124 0.164 0.092
-0.084 0.023 0.098
-0.022 0.001 -0.004
0.051 -0.282 -0.120
0.694 -0.470 0.399
-0.073 -0.209 -0.276
0.153 -0.002 -0.837
-0.310 -0.902 0.680
-0.021 0.087 0.017
0.856 0.060 0.534
0.232 0.590 -0.004
-0.210 -0.197 -0.080
0.075 0.324 0.179
-0.252 0.738 -0.384
-0.027 0.516 0.160
0.090 -0.427 0.335
-0.703 0.350 -0.564
0.312 -0.240 0.255
0.133 -0.058 0.043
0.044 -0.038 -0.063
0.037 -0.096 0.003
-0.583 -0.377 -0.757
-0.387 -0.068 -0.324
-0.002 -0.135 -0.128
0.034 -0.066 -0.050
0.192 0.382 -0.340
0.083 0.038 -0.035
0.138 -0.071 0.062
0.263 0.433 0.278
0.030 0.036 0.076
0.009 0.056 0.043
0.216 -0.301 -0.567
0.244 0.492 0.447
-0.007 -0.030 -0.040
0.130 0.046 -0.009
-0.678 0.033 0.256
-0.354 0.296 0.808
-0.324 -0.150 -0.347
0.274 -0.379 0.438
-0.023 0.082 0.133
-0.067 -0.003 -0.011
-0.055 0.007 -0.001
0.031 0.066 0.016
0.066 0.039 0.067
0.029 0.031 -0.017
-0.002 -0.013 0.045
-0.324 -0.261 0.016
-0.039 -0.021 0.036
0.051 -0.009 -0.009
0.082 -0.114 0.160
0.077 -0.121 -0.013
0.110 -0.246 -0.022
-0.002 0.024 -0.021
-0.140 -0.036 0.121
-0.117 0.300 -0.102
0.156 0.105 0.244
-0.033 -0.272 -0.065
0.103 0.029 0.101
-0.001 0.045 0.062
-0.014 -0.065 -0.020
-0.268 -0.031 -0.236
-0.045 0.041 0.019
-0.051 0.164 0.018
-0.005 0.055 -0.043
-0.037 0.029 0.004
0.162 0.012 -0.014
0.008 0.045 -0.040
-0.029 0.088 0.079
0.186 0.073 0.013
0.195 -0.183 -0.113
-0.045 0.022 0.005
0.033 -0.195 0.049
0.285 0.078 -0.129
0.076 0.116 0.202
-0.014 0.206 -0.159
0.033 0.166 -0.027
-0.092 -0.277 0.047
-0.002 -0.060 0.096
-0.119 -0.067 -0.047
-0.059 0.031 0.005
-0.144 0.000 -0.244
-0.085 0.072 -0.150
0.082 0.117 -0.048
-0.021 0.054 0.023
-0.109 0.039 -0.106
0.024 -0.015 -0.018
-0.087 -0.012 0.001
-0.144 -0.322 0.008
0.007 0.073 0.077
0.103 -0.102 0.182
-0.043 -0.009 -0.052
-0.013 -0.042 0.030
-0.008 -0.040 0.007
0.092 -0.125 0.124

Values from the calculation:
E_HOMO ... -8.461 eV
Lowest unoccupied orbital energy ... 0.35 eV

Löwdin population analysis, charges in e, atoms 1 to 4: number 1, I, carries 0.9699; number 2, Cl, carries 0.5558; number 3, Cl, carries 0.5367; number 4, Cl, carries 0.5963


# 3
C2H4NP | wB97M-V/def2-TZVPD

Geometry (Å):
P 1.013214 -2.308491 0.056133
N 0.642183 -1.141304 -0.764469
C -1.372153 2.094841 -0.406182
C -1.343633 3.263221 -0.653312
H -1.355985 4.294459 -0.848321
H 1.738282 -2.425911 1.259089
H -1.348934 1.060858 -0.232139
H 0.748050 -3.681017 -0.166220

Cartesian forces, eV/Å:
2.242 -7.833 5.321
-1.966 6.314 -4.368
0.108 0.471 -0.183
-0.123 -0.385 0.167
0.034 0.546 -0.124
-0.032 0.903 -0.291
0.017 -0.651 0.117
-0.281 0.635 -0.639

Values from the calculation:
E_HOMO (spin up / spin down) ... -7.304 / -10.455 eV
Expectation value of S² ... 2.01
Lowest unoccupied orbital energy (spin up / spin down) ... 0.67 / -2.42 eV
2S+1 ... 3

Löwdin population analysis, charges in e, atoms 1 to 4: number 1, P, carries 0.5657; number 2, N, carries -0.3489; number 3, C, carries -0.0096; number 4, C, carries -0.0078


# 4
C10H14ClO | wB97M-V/def2-TZVPD

Geometry (Å):
Cl -4.500573 -0.297026 0.337085
O -2.835708 0.763164 -1.421427
C 0.719598 -0.393228 -0.324904
C -2.945492 0.187717 -0.390202
C 2.020363 -1.169707 -0.597850
C 2.314372 1.056987 0.826834
C -0.564927 -0.887364 -0.486803
C -0.956281 -2.035895 -1.271666
C -1.459627 0.111197 1.500363
C 1.036196 0.939989 0.150322
C 0.136607 2.051282 0.111585
C -1.702163 -0.291617 0.282417
H -0.552054 -1.889707 -2.271528
H 2.273107 2.024714 1.408893
H -0.463821 -0.175636 1.994926
H -0.505247 -2.945519 -0.747214
H -1.997939 -2.218031 -1.287368
H 2.829583 -0.552128 -0.974173
H 2.008472 -1.908547 -1.470564
H -0.963498 1.835917 -0.106522
H 2.142911 -1.557555 0.362186
H -2.316193 0.536553 1.981235
H 2.566221 0.348456 1.538136
H 3.161641 1.117560 0.217630
H 0.264515 2.356197 1.099059
H 0.289930 2.992237 -0.460441

Cartesian forces, eV/Å:
0.788 0.467 -0.243
-0.562 0.341 0.013
0.393 1.371 -0.862
-0.049 -1.236 -0.741
-1.318 -0.357 -3.026
-0.584 4.157 1.191
-0.920 1.577 0.570
1.895 -1.716 0.191
1.052 -1.287 2.126
-0.881 -3.425 -1.078
-2.817 1.133 -1.570
1.334 0.068 -0.812
0.056 -0.617 -0.179
0.373 -0.816 -0.667
-1.921 0.849 -0.449
-0.277 0.844 -1.013
-1.070 0.054 -0.098
0.017 0.339 0.654
-0.724 0.400 1.694
1.996 0.190 0.159
1.378 -1.441 1.189
0.131 0.408 1.064
-0.012 -2.001 1.197
1.231 0.262 -1.326
-0.503 1.234 2.046
0.992 -0.799 -0.032

Values from the calculation:
E_HOMO ... -13.973 eV
Lowest unoccupied orbital energy ... -5.95 eV
Charge ... +1

Löwdin population analysis, charges in e, atoms 1 to 4: number 1, Cl, carries 0.7258; number 2, O, carries 0.1140; number 3, C, carries -0.1460; number 4, C, carries -0.7644


Looking at maximum force for the records above, in order, we have 0.0608 0.0228 0.1892 0.0849 hartree/bohr.
Looking at DFT total energy for the records above, in order, we have -28926.74179 -205431.05978 -12909.99783 -25156.60185 eV.
Looking at relative energy (zero: lowest compared OMol25 entry of this formula, charge and spin) for the records above, in order, we have 761.4 0.0 459.2 47.1 kJ/mol.